Formula: C5H9NS
Source: OMol25
Level of theory: wB97M-V/def2-TZVPD

Geometry as XYZ:
```
16
Properties=species:S:1:pos:R:3:forces:R:3:mulliken_charge:R:1
C -1.08595 -0.65235 -0.02070 -0.641 0.325 0.073 -0.58
C -0.22825 0.30615 0.80477 -1.072 3.028 -1.395 -0.14
C -0.77283 -1.32665 -1.31884 1.956 0.683 0.389 0.11
C 0.73652 -1.46282 -1.80709 -0.563 0.229 2.825 -1.24
C 0.51418 2.35069 1.70299 1.644 0.667 1.181 -0.68
N -0.25204 1.61899 0.79627 -1.100 -3.981 -2.590 -0.42
S -1.19538 -2.61235 -0.15442 0.031 1.403 1.217 -0.19
H -2.07993 -0.28269 0.29801 0.013 -0.612 -1.378 0.38
H 0.15099 -0.19860 1.58772 2.276 -1.495 2.994 0.47
H -1.47848 -1.14616 -2.09115 -0.452 -0.041 -0.735 0.50
H 1.39435 -2.00115 -1.00770 -1.510 0.148 -1.795 0.30
H 1.26790 -0.53705 -1.84271 -0.121 1.188 -0.301 0.34
H 0.67561 -1.82944 -2.80099 0.496 -0.982 -0.633 0.35
H 0.96069 1.74476 2.49281 -0.272 -0.131 0.545 0.29
H 1.41337 2.81388 1.26529 -0.379 -0.185 -0.574 0.26
H -0.02077 3.21480 2.09575 -0.305 -0.245 0.176 0.26
```
Positions in Å, forces in eV/Å.

Properties
HOMO level in eV: -8.85
E in a.u.: -648.7519
Largest force on an atom in eV/Å: 4.87
ΔE to the lowest compared entry with this formula, charge and spin in eV: 2.755
Molar mass in g/mol: 115.20